C4H6N2O in the gas phase, computed with ωB97M-V with the def2-TZVPD basis set.

```
13
Properties=species:S:1:pos:R:3:forces:R:3:nbo_charge:R:1
O 2.479616 -1.103411 -0.523473 0.041 0.062 -0.132 -0.67
N -0.241195 1.223502 -0.492464 -0.009 -0.126 0.300 -0.45
N 0.230374 -0.844599 0.127757 0.090 0.089 0.148 -0.55
C -0.709064 0.167722 0.113740 -0.018 0.241 0.081 0.33
C -2.030651 0.152771 0.820687 -0.101 -0.033 0.043 -0.65
C 1.361049 -0.339385 -0.463111 -0.276 0.282 -0.018 0.39
C 1.057741 0.931855 -0.849202 0.249 0.004 -0.036 -0.21
H 0.152681 -1.775606 0.509927 -0.073 0.229 -0.009 0.42
H 1.702407 1.682905 -1.286474 -0.073 -0.218 -0.080 0.20
H -2.822967 0.395396 0.107572 0.021 -0.183 0.111 0.24
H -2.065698 0.933240 1.596158 0.189 -0.229 -0.261 0.23
H -2.247945 -0.799537 1.314690 0.036 0.072 -0.233 0.21
H 3.155457 -0.585775 -0.980530 -0.078 -0.189 0.087 0.49
```
Forces are in eV/Å.

## Properties
- Relative energy (zero: lowest compared OMol25 entry of this formula, charge and spin): 14.76 kcal/mol
- Net charge: 0
- Strongest force on any atom: 0.396 eV/Å
- E_tot: -340.77138 a.u.
- Structure (SMILES): Cc1ncc(O)[nH]1
- Frontier orbital gap: 8.7 eV

C4H4N4 as an isolated structure at a distorted geometry, computed with ωB97M-V with the def2-TZVPD basis set.

```
12
Properties=species:S:1:pos:R:3:forces:R:3:nbo_charge:R:1
N 1.225129 -1.183216 -0.037150 4.067 2.379 1.029 -0.63
N -2.029024 -0.052550 -0.085209 -1.671 5.597 1.471 -0.28
N -1.484890 -1.195496 -0.059805 6.185 -1.553 -0.796 -0.26
N 1.353843 1.209646 -0.160640 -2.364 -1.740 0.637 -0.41
C 1.983857 0.127521 0.055201 -0.460 -4.086 -1.365 0.23
C -0.096917 -0.744580 -0.149685 -1.633 -3.104 0.035 0.22
C 0.020409 0.612821 -0.218235 -0.020 3.695 1.003 -0.04
C -1.252000 1.101970 0.028372 -2.083 0.314 -0.500 -0.09
H 2.014798 -1.892332 0.136890 -3.299 0.261 -0.490 0.45
H 3.021116 -0.155074 0.060734 0.671 1.005 0.242 0.18
H -1.746437 2.102218 0.382540 1.230 -2.157 -1.280 0.24
H -3.009887 0.069068 0.046992 -0.623 -0.610 0.014 0.40
```
Forces are in eV/Å.

## Properties
- Relative energy (zero: lowest compared OMol25 entry of this formula, charge and spin): 68.24 kcal/mol
- Net charge: 0
- Strongest force on any atom: 6.427 eV/Å
- E_tot: -373.73615 a.u.
- Frontier orbital gap: 9.2 eV

An isolated ion of composition CH6N3S2 and charge +1 at a distorted geometry, computed with ωB97M-V with the def2-TZVPD basis set.

```
12
Properties=species:S:1:pos:R:3:forces:R:3:nbo_charge:R:1
S -2.259990 0.239485 0.027540 -0.216 -1.564 -0.007 0.17
S 2.133735 -0.281415 -0.015273 -0.685 -0.385 0.624 0.14
N 0.394620 1.779764 -0.014511 0.238 3.636 -1.339 -0.64
N 0.403001 0.450593 0.019519 3.883 -2.992 0.343 -0.29
N -0.426237 -1.956232 0.065479 -0.724 2.902 -2.553 -0.79
C -0.605866 -0.332051 0.028910 -2.246 -3.489 -0.340 0.36
H -2.281318 1.576504 0.089973 0.983 0.168 0.062 0.20
H 0.150509 -2.205257 -0.821660 -0.753 0.831 1.928 0.41
H -1.348806 -2.485119 -0.160721 1.466 1.788 0.800 0.42
H 0.624339 2.218381 -0.993509 -0.518 -1.392 2.335 0.41
H 2.183842 -1.193197 1.068596 -0.674 1.088 -1.015 0.19
H 1.032168 2.188541 0.705661 -0.755 -0.590 -0.838 0.41
```
Forces are in eV/Å.

## Properties
- Relative energy (zero: lowest compared OMol25 entry of this formula, charge and spin): 65.46 kcal/mol
- Net charge: +1
- Strongest force on any atom: 4.914 eV/Å
- E_tot: -1001.97833 a.u.
- Frontier orbital gap: 9.8 eV

C6H12N3S as an isolated structure at a distorted geometry, computed with ωB97M-V with the def2-TZVPD basis set.

```
22
Properties=species:S:1:pos:R:3:forces:R:3:nbo_charge:R:1
S -1.364928 0.509571 -0.003049 -0.595 0.382 1.392 0.75
N 1.984743 0.308275 -0.725129 0.703 -0.757 1.049 -0.18
N 1.022754 -0.594181 -0.414194 0.554 0.082 0.547 -0.35
N 2.982399 -1.156085 0.571453 -0.438 -0.276 1.048 -0.44
C -2.439151 -0.674519 0.274455 0.362 0.728 1.006 -0.19
C 1.704956 1.547220 -1.394288 1.214 0.048 0.136 -0.40
C -3.131423 -1.368955 -0.803803 0.348 2.478 -1.926 -0.68
C 3.114425 -0.042665 -0.069343 0.002 1.184 -1.581 0.21
C -0.927933 1.072801 1.722317 -1.914 -2.784 1.486 -0.76
C 1.669021 -1.413708 0.413408 -0.171 -1.102 -1.070 0.14
H 0.968556 2.029903 -0.793863 -0.550 0.903 0.085 0.19
H 3.985048 0.563144 -0.201724 0.511 0.042 0.155 0.21
H -1.818212 1.037462 2.458880 1.066 -0.084 -1.643 0.27
H 2.644439 2.146080 -1.435695 -0.824 -0.415 0.047 0.24
H -2.606387 -0.954594 1.297527 -0.091 -0.079 0.481 0.24
H -2.782747 -2.388804 -0.833453 -0.438 -0.592 -0.003 0.28
H -0.189422 0.383324 2.136363 -0.033 -0.205 -0.348 0.26
H 1.357968 1.348044 -2.384889 -0.312 0.053 -0.638 0.23
H -4.270212 -1.197766 -0.699747 1.852 -0.593 -0.377 0.29
H 1.250981 -2.358460 0.734437 -0.246 0.257 0.203 0.21
H -0.513768 2.010012 1.856551 0.722 2.184 -0.805 0.26
H -2.641100 -0.806092 -1.706212 -1.724 -1.455 0.754 0.23
```
Forces are in eV/Å.

## Properties
- Relative energy (zero: lowest compared OMol25 entry of this formula, charge and spin): 52.09 kcal/mol
- Net charge: +1
- Strongest force on any atom: 3.691 eV/Å
- E_tot: -797.94715 a.u.
- Frontier orbital gap: 8.1 eV

What is the formula in the fourth record? C6H12N3S